Entry 1:
116
Properties=species:S:1:pos:R:3 method="wB97M-V/def2-TZVPD" relative_energy_kcal_mol=0.0 smiles=COC[C@H](C)N.COC[C@H](C)N.COC[C@H](C)N.COC[C@H](C)N.CC(C)O.CC(C)O.CC(C)O.CC(C)O energy_ha=-1933.2741 orbital_gap_ev=9.24
C 12.842 -18.055 -5.441
O 11.547 -18.482 -5.761
C 10.571 -17.802 -5.038
C 9.185 -18.213 -5.517
C 9.053 -18.022 -7.020
N 8.230 -17.366 -4.805
H 13.570 -18.673 -5.966
H 13.053 -18.166 -4.367
H 13.019 -17.013 -5.733
H 10.625 -18.068 -3.957
H 10.656 -16.703 -5.002
H 9.110 -19.270 -5.227
H 9.438 -17.033 -7.289
H 8.021 -18.102 -7.358
H 9.685 -18.731 -7.551
H 7.271 -17.562 -5.085
H 8.216 -17.646 -3.823
C 6.616 -15.767 -0.413
O 7.786 -15.334 -1.040
C 7.582 -14.960 -2.367
C 8.882 -14.461 -2.997
C 9.371 -13.183 -2.303
N 8.705 -14.266 -4.429
H 6.203 -16.661 -0.898
H 5.839 -14.994 -0.370
H 6.861 -16.068 0.609
H 7.229 -15.771 -3.021
H 6.862 -14.128 -2.448
H 9.672 -15.202 -2.836
H 10.392 -12.985 -2.627
H 9.463 -13.440 -1.244
H 8.722 -12.330 -2.494
H 8.469 -15.175 -4.830
H 7.967 -13.604 -4.636
C 1.848 -20.645 -4.840
O 1.437 -19.614 -3.950
C 2.364 -18.557 -3.829
C 3.614 -18.911 -3.052
C 3.323 -19.122 -1.582
N 4.678 -17.986 -3.397
H 1.985 -20.240 -5.849
H 1.044 -21.374 -4.846
H 2.783 -21.097 -4.507
H 2.604 -18.125 -4.808
H 1.817 -17.795 -3.258
H 3.966 -19.883 -3.429
H 2.719 -18.300 -1.173
H 4.217 -19.186 -0.958
H 2.740 -20.032 -1.426
H 4.449 -17.029 -3.117
H 5.517 -18.178 -2.854
C 10.760 -18.424 2.096
O 9.693 -18.332 1.194
C 9.957 -19.013 -0.011
C 8.791 -18.800 -0.969
C 7.463 -19.131 -0.332
N 8.954 -19.541 -2.236
H 10.615 -17.697 2.896
H 11.728 -18.217 1.626
H 10.795 -19.420 2.562
H 10.864 -18.583 -0.462
H 10.103 -20.093 0.153
H 8.786 -17.732 -1.224
H 7.215 -18.433 0.460
H 7.444 -20.159 0.055
H 6.653 -19.139 -1.069
H 9.937 -19.557 -2.496
H 8.695 -20.510 -2.076
C 4.152 -12.755 -3.170
C 3.887 -14.175 -3.639
C 4.785 -14.694 -4.749
O 3.990 -15.113 -2.558
H 4.995 -12.722 -2.483
H 3.266 -12.376 -2.646
H 4.265 -12.061 -4.004
H 2.858 -14.263 -4.017
H 4.841 -13.975 -5.566
H 4.418 -15.651 -5.112
H 5.801 -14.833 -4.373
H 3.427 -14.858 -1.821
C 9.956 -13.498 3.168
C 8.770 -14.214 2.578
C 7.622 -14.305 3.560
O 8.354 -13.472 1.415
H 10.507 -14.110 3.883
H 9.634 -12.556 3.624
H 10.689 -13.198 2.415
H 9.101 -15.210 2.252
H 6.745 -14.768 3.106
H 7.374 -13.298 3.899
H 7.879 -14.914 4.432
H 7.952 -14.094 0.802
C 6.878 -10.842 0.684
C 5.763 -9.802 0.668
C 4.953 -9.854 1.954
O 6.401 -8.521 0.540
H 7.509 -10.691 1.558
H 7.523 -10.707 -0.186
H 6.445 -11.839 0.684
H 5.107 -9.976 -0.193
H 4.012 -9.298 1.881
H 5.510 -9.444 2.797
H 4.676 -10.887 2.183
H 5.846 -7.845 0.939
C 13.065 -12.146 -2.068
C 13.828 -13.407 -1.679
C 12.886 -14.589 -1.641
O 14.878 -13.631 -2.621
H 13.747 -11.301 -2.172
H 12.255 -11.877 -1.393
H 12.679 -12.367 -3.069
H 14.340 -13.304 -0.722
H 13.363 -15.558 -1.519
H 12.215 -14.581 -2.509
H 12.161 -14.464 -0.822
H 14.508 -13.625 -3.510

Entry 2:
146
Properties=species:S:1:pos:R:3 method="wB97M-V/def2-TZVPD" smiles="O=C1OC[C@@H](F)O1.COP(=O)(OC)OC.COP(=O)(OC)OC.COP(=O)(OC)OC.COP(=O)(OC)OC.COP(=O)(OC)OC.COP(=O)(OC)OC.COP(=O)(OC)OC.COC[C@H](C)N" energy_ha=-6065.2331 orbital_gap_ev=9.12
O 5.530 -4.788 -3.350
C 4.816 -3.837 -3.203
O 5.202 -2.476 -3.200
C 4.021 -1.727 -3.147
C 2.861 -2.695 -3.206
F 2.366 -2.778 -4.471
O 3.493 -3.941 -2.927
H 4.028 -1.160 -2.216
H 4.036 -0.831 -3.767
H 2.017 -2.386 -2.589
C 4.579 -0.980 0.441
O 4.384 -1.814 1.491
P 4.968 -3.297 1.500
O 5.383 -3.838 0.196
O 3.944 -4.188 2.317
C 2.760 -4.782 1.794
O 6.194 -3.220 2.624
C 7.155 -2.170 2.488
H 5.409 -0.275 0.488
H 3.562 -0.612 0.307
H 4.978 -1.435 -0.466
H 2.822 -5.860 1.943
H 2.599 -4.520 0.748
H 1.989 -4.425 2.476
H 6.765 -1.276 2.975
H 7.341 -1.830 1.469
H 8.027 -2.545 3.023
C -7.190 -2.416 -1.209
O -6.257 -1.922 -2.219
P -5.074 -0.822 -2.074
O -4.374 -0.443 -3.349
O -4.136 -1.282 -0.893
C -2.926 -0.586 -0.772
O -5.821 0.440 -1.416
C -6.752 1.255 -2.231
H -6.914 -3.404 -0.837
H -8.197 -2.497 -1.616
H -7.235 -1.709 -0.381
H -2.127 -0.955 -1.415
H -2.599 -0.549 0.267
H -2.904 0.433 -1.160
H -7.774 1.215 -1.854
H -6.861 0.733 -3.181
H -6.593 2.251 -2.642
C 1.335 3.171 -0.344
O 1.164 1.853 0.278
P 0.963 0.537 -0.707
O 2.263 0.295 -1.412
O 0.407 -0.569 0.285
C 0.588 -0.644 1.688
O -0.238 0.947 -1.662
C -0.273 0.516 -3.091
H 2.028 3.732 0.283
H 0.405 3.709 -0.528
H 1.879 2.972 -1.267
H 1.082 -1.579 1.951
H -0.356 -0.867 2.186
H 1.052 0.229 2.148
H -0.623 1.341 -3.712
H -0.735 -0.449 -3.299
H 0.767 0.370 -3.383
C 1.399 8.890 -3.452
O 1.820 7.606 -3.136
P 2.857 7.314 -1.862
O 4.079 8.096 -1.964
O 1.953 7.488 -0.464
C 0.952 6.569 -0.069
O 3.075 5.710 -1.915
C 4.290 5.192 -1.273
H 1.424 9.488 -2.541
H 0.420 8.612 -3.843
H 1.959 9.355 -4.263
H 1.331 6.266 0.907
H 0.858 5.718 -0.744
H -0.072 6.942 -0.049
H 5.099 5.032 -1.986
H 4.142 4.164 -0.943
H 4.780 5.715 -0.452
C 4.654 -5.783 8.579
O 3.817 -5.423 7.429
P 3.241 -3.857 7.265
O 4.225 -2.875 7.818
O 3.082 -3.770 5.677
C 3.595 -2.587 4.946
O 1.757 -3.822 7.829
C 0.906 -4.824 7.329
H 5.663 -6.143 8.378
H 4.133 -6.543 9.161
H 4.724 -4.965 9.295
H 4.396 -2.789 4.235
H 3.880 -1.716 5.536
H 2.812 -2.245 4.270
H 0.621 -5.485 8.147
H 1.342 -5.278 6.439
H -0.022 -4.366 6.983
C -5.044 -3.072 5.962
O -5.887 -3.181 4.867
P -5.645 -2.431 3.469
O -6.048 -1.006 3.313
O -4.062 -2.749 3.191
C -3.170 -1.737 2.545
O -6.390 -3.251 2.358
C -6.133 -4.645 2.324
H -4.406 -3.947 6.087
H -5.534 -2.757 6.884
H -4.259 -2.342 5.765
H -2.279 -1.471 3.114
H -3.621 -0.765 2.347
H -2.847 -2.136 1.583
H -5.462 -4.987 3.112
H -5.723 -4.687 1.315
H -7.152 -5.014 2.199
C -2.051 5.483 3.832
O -2.932 4.267 3.653
P -2.539 3.033 2.634
O -1.744 3.401 1.372
O -1.884 1.902 3.550
C -2.563 1.383 4.667
O -3.909 2.229 2.420
C -4.611 2.205 1.262
H -1.157 5.433 3.210
H -1.857 5.640 4.893
H -2.718 6.291 3.531
H -2.347 0.315 4.640
H -3.649 1.465 4.640
H -2.167 1.621 5.655
H -5.351 1.405 1.247
H -4.044 2.120 0.335
H -5.295 3.052 1.204
C -1.101 1.818 -6.914
O -0.384 2.058 -8.214
C 0.002 0.811 -8.916
C 0.877 1.161 -10.156
C 0.243 1.847 -11.235
N 1.503 0.031 -10.708
H -0.295 1.660 -6.198
H -1.630 0.866 -6.878
H -1.733 2.677 -6.690
H 0.473 0.159 -8.180
H -0.947 0.343 -9.176
H 1.674 1.842 -9.859
H -0.504 1.380 -11.877
H 0.960 2.254 -11.947
H -0.326 2.749 -11.012
H 2.287 0.413 -11.218
H 0.988 -0.439 -11.438

Entry 3:
119
Properties=species:S:1:pos:R:3 method="wB97M-V/def2-TZVPD" relative_energy_kcal_mol=87.0 smiles=COC[C@H](C)N.COC[C@H](C)N.COC[C@H](C)N.COC[C@H](C)N.COC[C@H](C)N.COC[C@H](C)N.COC[C@H](C)N energy_ha=-2022.7328 orbital_gap_ev=9.33
C -3.506 2.212 -4.577
O -2.632 1.182 -5.125
C -2.926 0.935 -6.514
C -4.267 0.169 -6.869
C -4.104 -1.257 -6.351
N -4.429 0.142 -8.321
H -3.429 3.080 -5.232
H -3.217 2.560 -3.586
H -4.555 1.950 -4.445
H -2.939 1.886 -7.047
H -2.063 0.442 -6.963
H -5.123 0.720 -6.481
H -3.155 -1.750 -6.562
H -4.911 -1.864 -6.761
H -4.168 -1.336 -5.266
H -3.668 -0.308 -8.810
H -5.191 -0.474 -8.566
C 5.363 5.149 -2.674
O 4.665 5.853 -3.722
C 3.653 5.020 -4.366
C 3.178 5.787 -5.582
C 1.942 5.154 -6.225
N 4.131 5.858 -6.686
H 5.965 5.874 -2.126
H 6.066 4.434 -3.101
H 4.628 4.612 -2.074
H 4.060 4.073 -4.721
H 2.883 4.916 -3.601
H 2.944 6.788 -5.221
H 1.058 4.954 -5.621
H 2.214 4.180 -6.633
H 1.533 5.807 -6.996
H 5.019 6.253 -6.412
H 4.403 4.930 -6.976
C 0.062 -3.523 0.242
O 0.239 -2.148 0.473
C 0.219 -1.307 -0.716
C 0.317 0.211 -0.276
C -0.760 0.732 0.597
N 0.548 1.097 -1.444
H -0.350 -3.945 1.159
H 1.048 -3.909 -0.016
H -0.597 -3.731 -0.601
H 1.016 -1.639 -1.382
H -0.737 -1.508 -1.200
H 1.263 0.269 0.262
H -1.717 0.535 0.113
H -0.676 1.793 0.833
H -0.750 0.182 1.538
H -0.137 0.794 -2.122
H 1.390 0.756 -1.887
C -5.342 -1.206 -0.530
O -5.602 -1.408 0.873
C -4.894 -2.532 1.453
C -5.255 -2.615 2.996
C -4.523 -3.780 3.764
N -6.697 -2.758 3.138
H -4.304 -0.979 -0.774
H -6.042 -0.434 -0.850
H -5.570 -2.144 -1.036
H -5.130 -3.457 0.928
H -3.820 -2.384 1.333
H -4.923 -1.717 3.517
H -4.797 -3.909 4.811
H -3.441 -3.690 3.663
H -4.765 -4.738 3.305
H -6.938 -2.406 4.054
H -7.091 -2.074 2.509
C 4.370 -1.822 -3.833
O 3.277 -1.939 -4.771
C 3.164 -3.250 -5.281
C 2.104 -3.413 -6.310
C 2.027 -4.840 -6.835
N 2.317 -2.610 -7.478
H 4.266 -2.498 -2.985
H 4.446 -0.806 -3.445
H 5.306 -2.018 -4.356
H 4.133 -3.544 -5.684
H 2.904 -3.918 -4.460
H 1.207 -3.068 -5.797
H 2.972 -5.201 -7.242
H 1.281 -4.890 -7.628
H 1.580 -5.480 -6.074
H 2.868 -1.818 -7.178
H 2.973 -3.104 -8.066
C 3.546 -4.732 5.308
O 2.246 -4.546 5.873
C 1.795 -3.215 5.846
C 0.458 -3.217 6.655
C -0.428 -1.968 6.421
N 0.818 -3.076 8.040
H 4.358 -4.151 5.745
H 3.516 -4.464 4.252
H 3.889 -5.766 5.334
H 2.507 -2.499 6.256
H 1.595 -3.075 4.783
H -0.100 -4.131 6.454
H -0.717 -1.894 5.373
H 0.069 -1.069 6.787
H -1.295 -1.920 7.079
H 1.640 -2.500 8.157
H 1.213 -3.986 8.228
C -1.095 3.592 6.965
O -0.584 3.567 8.306
C 0.712 4.142 8.369
C 1.206 4.399 9.869
C 2.659 4.923 9.973
N 1.117 3.314 10.823
H -0.455 3.178 6.186
H -1.557 4.566 6.806
H -1.970 2.967 6.787
H 1.422 3.476 7.879
H 0.727 5.064 7.789
H 0.505 5.162 10.208
H 2.945 5.348 10.935
H 2.812 5.851 9.422
H 3.275 4.106 9.595
H 0.998 3.684 11.756
H 0.311 2.733 10.646

Entry 4:
119
Properties=species:S:1:pos:R:3 method="wB97M-V/def2-TZVPD" relative_energy_kcal_mol=89.8 smiles=COC[C@H](C)N.COC[C@H](C)N.COC[C@H](C)N.COC[C@H](C)N.COC[C@H](C)N.COC[C@H](C)N.COC[C@H](C)N energy_ha=-2022.7284 orbital_gap_ev=9.09
C 1.787 1.679 3.744
O 3.020 0.994 3.920
C 3.962 1.220 2.879
C 3.580 0.554 1.541
C 3.120 -0.895 1.787
N 4.732 0.479 0.620
H 1.746 2.114 2.741
H 1.741 2.540 4.418
H 0.944 1.016 3.924
H 4.042 2.294 2.679
H 4.859 0.766 3.296
H 2.841 1.121 0.969
H 3.641 -1.381 2.611
H 3.093 -1.480 0.871
H 2.095 -0.801 2.165
H 5.321 -0.310 0.883
H 5.360 1.266 0.807
C -1.569 -5.593 -5.181
O -1.173 -4.427 -4.461
C -0.368 -3.530 -5.193
C 0.857 -3.098 -4.353
C 1.494 -4.304 -3.669
N 0.472 -2.085 -3.369
H -1.896 -5.328 -6.187
H -2.338 -6.072 -4.580
H -0.701 -6.258 -5.248
H 0.071 -3.900 -6.124
H -0.954 -2.626 -5.376
H 1.545 -2.695 -5.100
H 0.838 -4.792 -2.943
H 2.367 -4.029 -3.073
H 1.756 -5.107 -4.366
H 1.257 -1.739 -2.830
H -0.117 -2.582 -2.704
C 0.573 -1.402 0.197
O 0.858 -0.126 -0.334
C 0.255 0.872 0.451
C 0.453 2.258 -0.187
C -0.318 3.363 0.489
N 0.093 2.227 -1.634
H -0.472 -1.688 0.087
H 0.877 -1.435 1.251
H 1.246 -2.144 -0.236
H -0.833 0.757 0.531
H 0.608 0.859 1.492
H 1.527 2.455 -0.282
H -1.354 3.115 0.725
H -0.187 4.327 0.001
H 0.091 3.544 1.495
H -0.934 2.143 -1.684
H 0.383 1.298 -1.947
C 3.552 4.429 -1.929
O 4.354 3.334 -2.333
C 3.641 2.116 -2.219
C 4.384 0.997 -2.957
C 3.507 -0.241 -3.082
N 5.668 0.651 -2.364
H 2.979 4.272 -1.012
H 2.836 4.677 -2.719
H 4.244 5.263 -1.823
H 3.384 1.908 -1.176
H 2.698 2.190 -2.780
H 4.562 1.343 -3.981
H 3.273 -0.702 -2.119
H 3.896 -0.969 -3.791
H 2.534 0.080 -3.476
H 5.483 0.656 -1.360
H 6.297 1.441 -2.499
C 0.378 -3.720 2.797
O 0.013 -3.182 4.044
C -1.253 -2.524 4.035
C -2.476 -3.459 4.035
C -3.711 -2.537 4.013
N -2.494 -4.351 5.185
H 0.639 -2.891 2.120
H -0.463 -4.234 2.321
H 1.263 -4.349 2.847
H -1.205 -1.930 4.949
H -1.250 -1.842 3.175
H -2.397 -4.073 3.136
H -3.613 -1.782 4.796
H -4.648 -3.052 4.223
H -3.788 -2.060 3.037
H -2.642 -3.808 6.037
H -1.522 -4.641 5.318
C -3.425 0.971 -1.362
O -2.754 2.122 -1.833
C -3.537 2.854 -2.760
C -2.711 4.002 -3.358
C -3.527 4.917 -4.242
N -1.603 3.440 -4.169
H -2.677 0.536 -0.694
H -3.755 0.275 -2.134
H -4.265 1.204 -0.696
H -4.080 2.278 -3.513
H -4.293 3.399 -2.168
H -2.173 4.461 -2.523
H -3.966 4.326 -5.043
H -2.792 5.599 -4.665
H -4.217 5.469 -3.601
H -1.898 2.564 -4.588
H -0.770 3.238 -3.629
C -3.227 -1.013 1.538
O -2.452 -0.056 2.218
C -3.212 0.614 3.189
C -2.259 1.364 4.132
C -1.418 0.426 4.994
N -2.957 2.278 5.054
H -2.737 -1.475 0.684
H -4.133 -0.550 1.124
H -3.628 -1.812 2.173
H -3.852 1.398 2.757
H -3.879 -0.079 3.718
H -1.534 1.929 3.541
H -0.608 0.979 5.470
H -0.877 -0.325 4.409
H -2.054 -0.132 5.685
H -3.761 2.679 4.571
H -3.383 1.677 5.758

Number 1: E_LUMO 0.3815 eV. Number 2: E_LUMO -0.1373 eV. Number 3: E_LUMO 0.3062 eV. Number 4: E_LUMO 0.3800 eV.